Run A
ORCA calculation (ωB97M-V/def2-TZVPD) on 8 unconnected molecules or ions with the total composition H16O8.

As for the SMILES: O.O.O.O.O.O.O.O. For the HOMO energy, the calculation gives -11.4 eV. As for the charge: 0. The spin multiplicity is 1. For the HOMO-LUMO gap, the calculation gives 11.899 eV. The LUMO energy comes out at 0.0200 Ha.

Last column: Löwdin charge in e.
Cartesian coordinates (Å):
O1 -1.13466 1.79575 1.09540  -0.06
H1 -0.59274 2.11424 0.32966  0.04
H2 -0.50197 1.41412 1.71650  0.02
O2 0.31564 2.02763 -1.28128  -0.10
H3 -0.18374 1.23112 -1.67075  0.01
H4 0.27361 2.66489 -1.99318  0.06
O3 0.75968 0.13013 2.21369  -0.07
H5 0.98515 0.05993 3.14076  0.07
H6 0.47502 -0.79263 1.97398  0.03
O4 -2.16222 -0.38566 0.20126  -0.09
H7 -1.83686 0.48298 0.55767  0.00
H8 -3.14233 -0.37625 0.29715  0.09
O5 -0.20157 -2.19930 1.25906  -0.08
H9 0.33721 -2.30281 0.43583  0.03
H10 -1.00514 -1.77267 0.90436  0.02
O6 -0.88880 -0.03658 -2.15641  -0.04
H11 -0.26447 -0.74627 -2.06941  0.01
H12 -1.55341 -0.23934 -1.45763  0.04
O7 1.05170 -1.68968 -1.16060  -0.09
H13 1.62529 -0.92464 -0.83731  0.02
H14 1.61973 -2.28973 -1.65290  0.07
O8 2.26979 0.35195 -0.14851  -0.07
H15 1.84166 0.40341 0.75084  0.04
H16 1.84651 1.11978 -0.60644  0.04



Run B
ORCA calculation (ωB97M-V/def2-TZVPD) on 8 unconnected molecules or ions with the total composition H16O8.

As for the SMILES: O.O.O.O.O.O.O.O. For the HOMO energy, the calculation gives -10.0 eV. As for the charge: 0. The spin multiplicity is 1. For the HOMO-LUMO gap, the calculation gives 10.008 eV. The LUMO energy comes out at -0.0002 Ha.

Last column: Löwdin charge in e.
Cartesian coordinates (Å):
O1 0.57626 3.00684 1.34868  -0.09
H1 0.94103 2.14758 1.14724  -0.05
H2 -0.35318 2.82776 1.19199  -0.03
O2 -1.52972 2.13877 0.17857  -0.05
H3 -1.55347 1.50623 -0.58338  0.03
H4 -2.41849 2.43134 0.27074  0.05
O3 1.51883 -2.72335 1.45098  -0.04
H5 1.19110 -3.22066 2.22604  0.05
H6 0.71888 -2.30363 1.22192  -0.04
O4 -0.10646 -1.15655 -0.27572  -0.06
H7 0.40516 -0.38586 -0.27243  -0.04
H8 -0.85133 -0.95290 0.31536  0.03
O5 -2.29874 -0.89999 1.43085  -0.01
H9 -2.16444 -1.54769 2.04532  0.00
H10 -1.80186 -0.14250 1.85636  0.10
O6 1.54905 0.81675 0.23547  0.00
H11 1.90936 1.06180 -0.60273  0.08
H12 2.16642 0.24263 0.69271  0.10
O7 1.69774 -1.59903 -2.45333  -0.02
H13 0.97868 -1.50719 -1.87984  -0.05
H14 1.67725 -1.04370 -3.24457  0.05
O8 -1.14331 0.55479 -2.02830  -0.03
H15 -0.46626 0.82684 -2.70650  0.10
H16 -0.64252 -0.07827 -1.56542  -0.05



Run C
ORCA calculation (ωB97M-V/def2-TZVPD) on a molecular structure, H16O8.

For the HOMO energy, the calculation gives -8.4 eV. As for the charge: 0. The spin multiplicity is 1. For the HOMO-LUMO gap, the calculation gives 7.559 eV. The LUMO energy comes out at -0.0311 Ha.

Last column: Löwdin charge in e.
Cartesian coordinates (Å):
O1 -1.23803 1.46768 1.83098  -0.05
H1 -1.05790 0.87324 1.10269  -0.09
H2 -0.61645 1.20890 2.51136  0.02
O2 1.77580 -0.69371 -2.08757  -0.05
H3 1.62394 0.24369 -2.20779  0.03
H4 0.94012 -1.03304 -1.76707  -0.30
O3 -0.06001 -1.27047 -1.54262  0.11
H5 -0.27276 -2.13431 -1.18941  0.16
H6 -0.87656 -0.96505 -1.93786  -0.10
O4 -0.56548 0.04358 0.17104  -0.02
H7 0.13913 -0.24688 0.75017  -0.05
H8 -0.64029 -0.65123 -0.48309  -0.01
O5 0.45720 -0.75942 1.88775  0.04
H9 0.42751 -0.17087 2.64205  0.12
H10 0.01085 -1.55251 2.18444  0.15
O6 -1.78926 -0.20789 -1.93593  0.12
H11 -2.34700 0.19924 -2.59881  0.14
H12 -2.07461 -1.12120 -1.91022  0.13
O7 0.32615 1.94153 0.22228  -0.07
H13 -0.18711 1.13733 0.14441  -0.21
H14 -0.32452 2.64348 0.21170  0.04
O8 2.29024 0.54259 1.62537  -0.04
H15 1.41100 0.16436 1.61539  -0.10
H16 2.64804 0.34097 0.76076  0.04



Run D
ORCA calculation (ωB97M-V/def2-TZVPD) on 8 unconnected molecules or ions with the total composition H16O8.

As for the SMILES: O.O.O.O.O.O.O.O. For the HOMO energy, the calculation gives -9.9 eV. As for the charge: 0. The spin multiplicity is 1. For the HOMO-LUMO gap, the calculation gives 9.684 eV. The LUMO energy comes out at -0.0064 Ha.

Last column: Löwdin charge in e.
Cartesian coordinates (Å):
O1 -0.53712 -0.92060 -3.04187  -0.04
H1 -0.07525 -0.21520 -3.49499  0.06
H2 -0.50230 -1.65938 -3.64952  0.06
O2 -2.99629 -1.54746 -1.76406  -0.05
H3 -2.31075 -1.04536 -2.20469  -0.02
H4 -2.52797 -2.25360 -1.31878  0.02
O3 -2.44053 0.88758 1.39114  -0.07
H5 -1.96256 1.10264 2.19209  -0.02
H6 -1.77107 0.87932 0.70705  -0.03
O4 0.92978 -1.58035 1.61805  -0.03
H7 0.15626 -2.06451 1.90698  0.08
H8 1.65327 -2.19786 1.72519  0.07
O5 -0.43217 0.64963 -0.51602  -0.04
H9 -0.39518 0.23920 -1.37997  0.01
H10 0.33116 0.30405 -0.05328  -0.01
O6 -0.25726 0.87924 3.09255  -0.04
H11 -0.09186 0.18072 2.45935  0.00
H12 -0.08631 0.47675 3.94402  0.05
O7 2.01064 0.57940 0.69029  -0.05
H13 2.24518 1.39681 1.12968  0.07
H14 1.84452 -0.03725 1.40330  0.00
O8 2.44718 1.76452 -1.93384  -0.05
H15 2.64083 2.69582 -1.82699  0.03
H16 2.12774 1.48582 -1.07564  -0.02



Energy relative to the most stable one, in kJ/mol: run A 0.0; run B 248.8; run C 1297.5; run D 198.2